No. 1
{
  "formula": "C33H35F4N3OPTa",
  "method": "ωB97M-V/def2-TZVPD",
  "species": ["Ta", "C", "C", "N", "C", "C", "C", "C", "N", "C", "C", "F", "C", "F", "C", "C", "F", "C", "F", "H", "H", "H", "H", "H", "H", "H", "H", "H", "H", "H", "H", "H", "H", "H", "C", "C", "C", "C", "C", "C", "P", "C", "C", "C", "C", "C", "C", "C", "C", "C", "C", "C", "C", "H", "H", "H", "H", "H", "H", "H", "H", "H", "H", "H", "H", "H", "H", "N", "C", "O", "C", "C", "H", "H", "H", "H", "H", "H"],
  "coordinates": [[0.004, -0.465, 0.156], [1.319, 2.257, -2.252], [2.363, 1.355, -1.621], [2.082, 0.943, -0.211], [3.334, 0.308, 0.337], [3.987, -0.780, -0.496], [1.861, 2.149, 0.641], [0.392, 2.438, 0.820], [-0.239, 1.184, 1.277], [-1.138, 1.242, 2.353], [-1.380, 0.029, 2.978], [-0.696, -1.023, 2.412], [-2.219, -0.148, 4.051], [-2.370, -1.358, 4.573], [-2.895, 0.950, 4.551], [-2.694, 2.171, 3.937], [-3.354, 3.239, 4.365], [-1.837, 2.338, 2.853], [-1.753, 3.547, 2.293], [1.553, 2.382, -3.309], [1.296, 3.251, -1.807], [0.315, 1.828, -2.199], [3.334, 1.862, -1.632], [2.465, 0.448, -2.211], [3.099, -0.060, 1.337], [4.063, 1.115, 0.467], [3.334, -1.631, -0.680], [4.850, -1.151, 0.056], [4.354, -0.409, -1.451], [2.395, 3.009, 0.230], [2.284, 1.944, 1.625], [-0.090, 2.784, -0.095], [0.275, 3.227, 1.556], [-3.573, 0.855, 5.387], [-4.472, 3.476, 0.589], [-3.572, 3.842, -0.405], [-2.824, 2.875, -1.055], [-2.985, 1.528, -0.717], [-3.887, 1.163, 0.281], [-4.629, 2.141, 0.929], [-1.941, 0.288, -1.505], [-1.907, 0.640, -3.271], [-3.028, 1.217, -3.872], [-3.054, 1.415, -5.244], [-1.965, 1.046, -6.020], [-0.846, 0.475, -5.427], [-0.816, 0.270, -4.058], [-2.577, -1.324, -1.100], [-3.685, -2.035, -1.548], [-4.010, -3.202, -0.882], [-3.254, -3.625, 0.215], [-2.148, -2.911, 0.641], [-1.766, -1.738, -0.035], [-5.055, 4.235, 1.092], [-3.456, 4.883, -0.676], [-2.142, 3.164, -1.847], [-4.018, 0.122, 0.549], [-5.339, 1.856, 1.694], [-3.878, 1.514, -3.272], [-3.925, 1.860, -5.706], [-1.986, 1.207, -7.089], [0.002, 0.197, -6.037], [0.057, -0.165, -3.591], [-4.279, -1.683, -2.382], [-4.867, -3.784, -1.196], [-3.539, -4.530, 0.736], [-1.587, -3.272, 1.494], [1.667, -2.999, -2.758], [1.248, -2.471, -1.634], [0.857, -1.256, -1.616], [1.201, -3.253, -0.364], [1.047, -2.283, 0.805], [1.638, -2.473, -3.620], [1.988, -3.955, -2.793], [2.061, -3.925, -0.296], [0.310, -3.888, -0.438], [2.031, -1.937, 1.153], [0.604, -2.791, 1.659]],
  "atomic_forces_ev_per_a": [[0.47, -0.25, 0.09], [-0.02, -0.01, 0.05], [-0.02, 0.04, 0.02], [-0.13, -0.01, -0.08], [0.04, -0.02, -0.04], [-0.05, -0.02, 0.01], [-0.03, 0.03, -0.05], [-0.03, 0.04, 0.03], [-0.12, 0.07, -0.16], [-0.03, -0.07, 0.08], [-0.02, 0.10, -0.01], [-0.01, 0.03, -0.04], [0.03, 0.02, -0.05], [-0.01, -0.02, 0.01], [0.01, 0.01, -0.03], [0.04, -0.02, -0.03], [-0.01, 0.02, 0.01], [-0.04, -0.09, 0.02], [0.03, -0.03, 0.00], [0.01, 0.00, -0.01], [0.01, 0.01, 0.01], [0.05, 0.02, 0.02], [-0.01, 0.00, 0.01], [-0.01, 0.00, 0.01], [0.00, 0.01, -0.01], [-0.02, 0.00, 0.01], [0.03, 0.02, 0.02], [0.01, 0.00, 0.01], [0.00, -0.01, -0.01], [0.02, -0.01, -0.02], [-0.03, 0.00, 0.01], [0.00, 0.04, 0.00], [0.00, -0.03, 0.06], [0.00, 0.00, 0.01], [-0.01, 0.01, 0.00], [0.02, 0.03, 0.00], [0.00, -0.01, -0.01], [-0.01, 0.01, 0.02], [0.03, 0.02, 0.00], [-0.02, -0.01, -0.01], [0.20, 0.03, -0.15], [-0.14, 0.03, -0.07], [0.00, -0.03, 0.02], [0.00, -0.01, 0.00], [0.01, 0.00, -0.01], [0.01, 0.00, -0.02], [-0.04, -0.01, 0.05], [-0.03, 0.02, 0.00], [0.02, 0.05, -0.03], [-0.01, -0.01, 0.00], [0.03, -0.01, 0.03], [-0.01, 0.00, -0.03], [-0.05, 0.03, 0.19], [0.00, 0.00, 0.00], [0.00, 0.00, 0.00], [0.00, 0.00, 0.01], [-0.01, -0.02, 0.00], [-0.01, -0.01, 0.01], [-0.01, 0.00, 0.00], [-0.01, 0.00, 0.00], [0.00, 0.00, 0.00], [0.01, 0.00, 0.00], [0.03, -0.02, -0.01], [-0.01, 0.00, 0.01], [0.00, -0.01, 0.00], [-0.01, 0.00, 0.00], [0.00, -0.01, 0.01], [-0.03, -0.01, -0.01], [0.00, 0.04, -0.07], [-0.01, 0.01, 0.19], [-0.05, 0.00, 0.00], [-0.05, -0.03, -0.04], [0.01, 0.01, 0.01], [-0.01, 0.00, 0.00], [0.00, 0.00, 0.01], [0.01, 0.00, -0.01], [0.00, 0.01, -0.04], [-0.01, 0.01, 0.03]],
  "e_above_lowest_ev": 0.277,
  "lumo_ev": -6.725,
  "homo_ev": -14.064,
  "largest_force_ha_per_bohr": 0.010,
  "charge": 2,
  "energy_ha": -2315.35900
}

No. 2
{
  "formula": "C33H35I2KN11O3S",
  "method": "ωB97M-V/def2-TZVPD",
  "species": ["K", "O", "C", "C", "C", "C", "C", "C", "C", "O", "N", "N", "C", "C", "C", "C", "C", "C", "C", "O", "H", "H", "H", "H", "H", "H", "H", "H", "H", "H", "C", "N", "C", "C", "N", "C", "S", "C", "C", "C", "C", "C", "N", "H", "H", "H", "H", "H", "H", "H", "H", "H", "C", "N", "C", "C", "C", "C", "C", "C", "C", "C", "H", "H", "H", "H", "H", "H", "H", "H", "H", "H", "H", "H", "H", "I", "I", "N", "N", "N", "C", "N", "N", "H", "H", "H"],
  "coordinates": [[0.991, -1.185, 1.255], [-2.256, -4.563, 1.672], [-3.387, -3.912, 1.990], [-4.588, -4.626, 2.013], [-5.774, -3.990, 2.326], [-5.785, -2.630, 2.627], [-4.595, -1.924, 2.608], [-3.386, -2.539, 2.290], [-2.102, -1.767, 2.228], [-1.071, -2.404, 1.809], [-2.153, -0.520, 2.634], [-0.917, 0.112, 2.586], [-0.924, 1.254, 3.156], [0.190, 2.195, 3.340], [-0.170, 3.439, 3.865], [0.744, 4.435, 4.164], [2.094, 4.166, 3.970], [2.493, 2.945, 3.460], [1.574, 1.937, 3.095], [1.971, 0.807, 2.574], [-1.562, -3.823, 1.673], [-4.556, -5.682, 1.776], [-6.697, -4.558, 2.337], [-6.713, -2.131, 2.875], [-4.568, -0.867, 2.835], [-1.874, 1.597, 3.581], [-1.225, 3.617, 4.049], [0.416, 5.383, 4.570], [2.841, 4.905, 4.235], [3.546, 2.719, 3.342], [5.775, 1.537, -2.152], [4.778, 2.222, -1.352], [5.064, 2.999, -0.244], [3.895, 3.418, 0.263], [2.891, 2.884, -0.534], [3.441, 2.179, -1.568], [2.666, 1.519, -2.913], [1.503, 3.057, -0.258], [1.055, 4.345, -0.013], [-0.277, 4.517, 0.324], [-1.096, 3.405, 0.374], [-0.543, 2.163, 0.100], [0.740, 1.978, -0.200], [6.566, 2.236, -2.422], [5.286, 1.169, -3.049], [6.197, 0.710, -1.581], [6.070, 3.121, 0.113], [3.655, 3.974, 1.151], [1.741, 5.178, -0.078], [-0.663, 5.503, 0.548], [-2.140, 3.483, 0.647], [-1.152, 1.268, 0.166], [-0.332, 0.916, -4.633], [-0.433, -0.334, -3.842], [0.636, -1.306, -4.204], [-0.492, -0.046, -2.328], [-1.445, -1.011, -1.708], [-2.777, -0.589, -1.583], [-3.804, -1.456, -1.287], [-3.497, -2.815, -1.168], [-2.204, -3.265, -1.260], [-1.124, -2.369, -1.454], [-0.269, 0.670, -5.691], [0.556, 1.454, -4.309], [-1.214, 1.523, -4.441], [-1.329, -0.779, -4.045], [1.592, -0.879, -3.911], [0.594, -1.474, -5.279], [0.475, -2.238, -3.670], [-0.873, 0.971, -2.258], [0.531, -0.084, -1.971], [-2.989, 0.468, -1.730], [-4.815, -1.100, -1.144], [-4.285, -3.529, -0.960], [-1.989, -4.315, -1.130], [4.139, 0.196, 2.009], [6.681, -0.614, 1.189], [0.654, -5.000, -0.501], [0.442, -4.215, -1.685], [1.732, -4.102, -2.323], [2.145, -2.898, -2.012], [1.319, -2.053, -1.394], [0.143, -2.845, -1.356], [-0.239, -5.051, -0.019], [1.311, -4.510, 0.108], [3.147, -2.575, -2.269]],
  "atomic_forces_ev_per_a": [[0.49, 0.06, -0.39], [-0.15, -0.12, 0.02], [0.03, -0.05, -0.01], [0.01, -0.03, 0.00], [0.01, 0.01, 0.00], [0.01, 0.00, 0.00], [0.00, 0.01, -0.01], [-0.04, 0.11, -0.09], [-0.02, -0.05, 0.08], [-0.17, -0.11, 0.15], [-0.07, 0.05, -0.04], [0.01, 0.17, 0.17], [-0.06, -0.02, 0.04], [0.07, -0.03, -0.02], [-0.01, 0.01, 0.00], [0.00, 0.01, 0.00], [-0.05, -0.01, 0.00], [0.07, -0.06, -0.08], [0.00, 0.12, 0.07], [0.02, -0.21, 0.00], [0.08, 0.05, -0.02], [-0.01, 0.00, 0.00], [0.00, 0.00, 0.00], [0.00, 0.00, 0.00], [0.00, 0.00, 0.00], [0.00, -0.01, 0.00], [0.00, 0.00, 0.00], [-0.01, 0.00, 0.00], [0.02, 0.00, 0.00], [-0.01, 0.04, -0.01], [0.02, 0.04, 0.00], [0.00, 0.06, -0.03], [0.06, -0.07, 0.02], [-0.11, 0.02, 0.07], [-0.01, -0.13, -0.07], [-0.07, -0.12, -0.04], [0.13, 0.06, 0.12], [-0.05, 0.06, 0.02], [-0.01, 0.03, 0.06], [0.05, 0.04, 0.00], [-0.05, -0.05, -0.01], [-0.03, -0.08, 0.05], [0.15, 0.09, -0.09], [-0.01, 0.01, -0.01], [0.00, -0.02, 0.00], [-0.03, 0.00, -0.03], [-0.01, 0.00, 0.01], [0.04, -0.03, 0.01], [-0.02, 0.02, -0.01], [0.01, 0.00, -0.01], [0.00, -0.02, 0.01], [-0.01, 0.01, -0.01], [-0.01, 0.02, -0.03], [-0.02, 0.05, 0.00], [0.00, -0.04, -0.06], [0.00, -0.01, -0.02], [0.02, -0.02, 0.00], [-0.01, -0.01, 0.02], [-0.01, 0.03, 0.00], [0.03, -0.02, -0.02], [-0.03, 0.00, 0.01], [-0.04, -0.01, -0.12], [0.01, -0.01, 0.01], [-0.01, -0.01, -0.01], [-0.01, -0.01, 0.01], [-0.01, 0.01, 0.00], [-0.03, -0.01, -0.01], [-0.01, 0.02, -0.01], [-0.03, 0.04, -0.08], [-0.02, 0.00, 0.02], [0.01, 0.00, -0.01], [-0.01, 0.00, 0.00], [0.00, 0.00, -0.01], [0.00, 0.00, 0.00], [0.00, 0.02, 0.00], [-0.27, 0.21, 0.13], [0.13, -0.03, -0.04], [-0.01, 0.05, -0.02], [-0.05, -0.07, 0.01], [0.02, 0.00, -0.04], [0.03, 0.01, 0.12], [-0.01, -0.13, 0.03], [0.02, 0.05, 0.21], [0.00, -0.01, 0.00], [0.01, -0.01, -0.01], [0.00, 0.00, 0.00]],
  "e_above_lowest_ev": 1.349,
  "lumo_ev": 1.902,
  "homo_ev": -3.983,
  "largest_force_ha_per_bohr": 0.012,
  "charge": -1,
  "energy_ha": -3700.11315
}

- Which value of charge does entry 1 give?
  +2

- Which of these has the lowest charge?
  C33H35I2KN11O3S